Molecular formula: H25O13
Method: DFT, ωB97M-V/def2-TZVPD

Geometry (Å):
O -2.7330 -1.0418 1.1639
H -2.2532 -0.8760 0.3039
H -2.3165 -1.9095 1.5055
O 1.6635 -1.2719 -2.6866
H 1.9380 -0.5503 -2.0734
H 1.8609 -2.1078 -2.2296
O -1.6801 1.5382 -0.4442
H -1.4173 2.0614 -1.1688
O 1.2710 -0.6433 3.1451
H 0.2979 -0.5545 2.8890
H 1.7651 -0.2531 2.3889
O 1.0333 -2.8611 1.6821
H 0.2137 -3.2910 2.0512
H 1.2878 -2.2938 2.4466
O 1.3204 0.2947 0.4306
H 1.6991 -0.5410 0.1964
H 0.4071 0.4197 0.2814
O -1.5680 -1.0071 -1.0345
H -2.2892 -1.1188 -1.5037
H -1.7693 0.4354 -0.6793
O -0.1131 2.5222 -2.2789
H 0.7543 2.4863 -1.8601
H -0.2628 1.5689 -2.5273
O -1.0810 0.5298 2.5687
H -0.9206 0.9936 1.7155
H -1.7557 -0.1398 2.1368
O 0.2522 -2.9564 -1.0102
H 0.3154 -2.9209 -0.1001
H -0.4618 -2.2187 -1.1947
O 2.5073 2.6848 0.5272
H 1.8368 3.2420 0.8582
H 2.0318 1.9540 0.2343
O 0.0196 3.0823 1.0787
H -0.1221 2.9834 1.9788
H -0.6374 2.5029 0.6328
O -0.5892 0.1017 -3.2974
H -0.7197 -0.4423 -2.4879
H 0.2144 -0.4025 -3.6388

Results
- Charge: -1
- 2S+1: 1
- Kohn-Sham gap: 10.09 eV
- ΔE to the lowest compared entry with this formula, charge and spin: 35.9 kcal per mole

---

Molecular formula: H26KrO13
Method: DFT, ωB97M-V/def2-TZVPD

Geometry (Å):
Kr 1.5442 17.7902 -7.4108
O -0.9923 15.9240 -4.8442
H -1.6407 15.5293 -4.2610
H -0.8042 16.7766 -4.4519
O -1.9256 17.5883 -9.2469
H -1.1174 17.2637 -9.6440
H -1.7713 18.5244 -9.1198
O -0.3207 20.9491 -5.5198
H -0.9258 21.5602 -5.0995
H -0.8499 20.5046 -6.1821
O 3.7013 14.5216 -7.6024
H 2.7647 14.4392 -7.7823
H 3.9280 15.4000 -7.9078
O 0.8278 14.4323 -7.4330
H 0.1794 14.9310 -6.9359
H 0.4379 13.5637 -7.5323
O 4.2591 18.8958 -5.2430
H 4.1523 19.2962 -6.1059
H 3.3737 18.6375 -4.9870
O 3.2548 16.6026 -10.6463
H 3.8590 16.9444 -9.9873
H 3.6510 16.8444 -11.4835
O 3.3522 14.9919 -4.8774
H 3.2531 14.0416 -4.8203
H 3.5605 15.1567 -5.7970
O 1.6363 17.8824 -3.6896
H 1.6954 16.9418 -3.8572
H 0.7202 18.0998 -3.8618
O 4.9063 17.1960 -8.5278
H 5.8360 17.0206 -8.6731
H 4.8884 18.0459 -8.0879
O 0.5701 16.1818 -10.0939
H 1.4601 16.2942 -10.4277
H 0.6638 15.5741 -9.3603
O -1.2613 20.4383 -8.2117
H -2.1364 20.7078 -8.4907
H -0.6669 20.9912 -8.7189
O 4.4326 19.9438 -8.1892
H 5.2207 20.4704 -8.0554
H 4.4114 19.7789 -9.1318

Results
- Charge: 0
- 2S+1: 1
- Kohn-Sham gap: 10.25 eV
- ΔE to the lowest compared entry with this formula, charge and spin: 12.7 kcal per mole

---

Molecular formula: H26KrO13
Method: DFT, ωB97M-V/def2-TZVPD

Geometry (Å):
Kr -5.4347 -9.6522 -13.2804
O -5.1125 -6.5533 -15.4395
H -5.2575 -5.7930 -16.0027
H -4.2640 -6.8989 -15.7166
O -5.8882 -12.9043 -12.5911
H -6.0245 -12.0060 -12.2902
H -6.0704 -12.8732 -13.5303
O -4.8291 -11.3983 -9.7520
H -4.1612 -12.0004 -10.0798
H -4.4368 -11.0064 -8.9717
O -8.0373 -10.5153 -15.7008
H -7.9214 -9.5785 -15.5417
H -8.7516 -10.5643 -16.3360
O -3.3004 -9.0567 -16.3692
H -2.5784 -9.5918 -16.6989
H -4.0617 -9.3442 -16.8731
O -6.1210 -12.4660 -15.2869
H -6.5952 -11.6456 -15.4220
H -6.5017 -13.0709 -15.9235
O -9.3824 -11.3048 -13.4894
H -8.8513 -11.1312 -14.2666
H -9.5020 -10.4461 -13.0837
O -4.4703 -6.5586 -11.0396
H -5.0435 -7.3126 -10.9013
H -4.5534 -6.3620 -11.9727
O -3.1443 -12.7865 -14.2098
H -3.3648 -13.3122 -13.4408
H -3.9854 -12.6191 -14.6352
O -6.2509 -8.7432 -10.0749
H -5.9912 -9.6430 -9.8770
H -7.2078 -8.7629 -10.0695
O -7.7958 -7.5833 -16.0009
H -8.4076 -7.1408 -15.4125
H -6.9483 -7.1796 -15.8138
O -2.6241 -7.9798 -13.9571
H -2.3389 -8.7447 -13.4573
H -2.9512 -8.3399 -14.7814
O -1.4891 -10.4993 -12.9493
H -2.0642 -11.2348 -13.1603
H -0.6125 -10.8059 -13.1809

Results
- Charge: 0
- 2S+1: 1
- Kohn-Sham gap: 10.01 eV
- ΔE to the lowest compared entry with this formula, charge and spin: 10.1 kcal per mole

---

Molecular formula: H26Li2O17PZr
Method: DFT, ωB97M-V/def2-TZVPD

Geometry (Å):
Li -2.0399 0.6452 3.2630
Li 1.0611 0.8183 3.6542
Zr 0.3710 -0.1794 -1.5050
P -0.0781 0.0778 0.9621
O 1.3072 -0.3977 0.3835
O -0.8690 -0.9308 0.0850
O -0.2119 1.2826 -0.0087
O -0.3631 0.2293 2.4372
O 0.4915 -2.2449 3.7663
H 0.1845 -1.4633 3.3119
H 0.9718 -2.7692 3.1036
O 1.5748 -2.9720 1.2287
H 2.5180 -3.1713 1.2825
H 1.4911 -2.0051 1.1114
O 1.9503 1.5105 -1.6473
H 2.6069 1.5603 -2.3609
H 2.3755 1.9372 -0.8379
O -1.6283 -0.8110 -2.3984
H -2.5108 -1.0528 -1.9166
H -1.8519 -0.8191 -3.3422
O -2.7551 -2.5522 1.1740
H -2.5320 -3.4808 1.3140
H -1.9367 -2.0859 0.9366
O 0.3913 -2.4402 -1.8750
H 0.4096 -2.9218 -2.7183
H 0.2569 -3.1108 -1.1784
O -3.8938 -1.2492 -1.0665
H -3.5653 -1.7466 -0.2825
H -4.5628 -1.8378 -1.4448
O -0.6062 1.7202 -2.5452
H -1.1154 1.7141 -3.3705
H -0.4823 2.6586 -2.3179
O 2.5250 2.9336 0.5631
H 1.5683 3.1253 0.5334
H 2.9271 3.7603 0.2494
O -0.4674 3.9801 -0.0043
H -0.6494 4.5025 0.7856
H -0.5298 3.0396 0.2216
O 2.6424 -1.1377 -1.6312
H 3.4551 -0.6350 -1.4785
H 2.9231 -1.9721 -2.0380
O -3.5211 1.7631 -0.8091
H -2.8028 1.4134 -0.2722
H -3.8822 2.5039 -0.3062
O 2.7733 0.8360 2.6639
H 3.2870 1.6394 2.4884
H 2.7929 0.3355 1.8359

Results
- Charge: +3
- 2S+1: 1
- Kohn-Sham gap: 8.72 eV

---

Molecular formula: H26N3O23S4Zn
Method: DFT, ωB97M-V/def2-TZVPD

Geometry (Å):
Zn 1.8080 -1.0132 2.6511
N 4.0968 3.3642 -1.2042
H 3.1944 3.0796 -0.8511
H 4.4457 4.0621 -0.5628
H 3.8555 3.7795 -2.0926
H 4.7139 2.5788 -1.3542
N -0.6528 3.8365 -4.4311
H 0.2797 3.9750 -4.7936
H -1.4038 3.8221 -5.1062
H -0.7756 4.6216 -3.8077
H -0.7137 2.9215 -4.0078
N -2.2553 4.3488 2.1048
H -3.1010 4.9002 2.0748
H -1.8992 4.1130 3.0200
H -1.4977 4.9073 1.7385
H -2.3251 3.4836 1.5884
S -1.3273 0.8913 5.9382
O -1.1932 2.3279 5.6618
O -2.7165 0.4758 5.7705
O -0.4889 0.1176 5.0064
O -0.9591 0.7047 7.3402
S 1.8594 -5.9414 3.4219
O 1.5769 -6.5894 2.1608
O 3.2212 -6.3253 3.7707
O 1.7246 -4.4796 3.3616
O 0.9614 -6.4915 4.4451
S -0.1799 0.3895 -0.3076
O 0.2329 0.4474 -1.7002
O -0.2306 -0.9384 0.2726
O 0.7648 0.9871 0.6176
O -1.4879 1.0303 -0.1276
S 5.9646 -1.4745 0.0855
O 6.2413 -2.7530 -0.4793
O 4.6126 -1.4429 0.6226
O 6.9679 -1.2166 1.0948
O 6.1160 -0.4632 -0.9233
O -0.7977 -0.6434 -5.9631
H -0.5820 -0.4892 -5.0433
H -1.2455 -1.4894 -5.9659
O -2.8326 -4.4166 1.9403
H -2.8506 -5.2208 1.4214
H -2.2475 -3.8327 1.4577
O -4.3324 3.2993 -2.3224
H -3.9255 2.7311 -1.6683
H -5.0992 3.6635 -1.8802
O -4.3934 -1.7460 -2.1308
H -4.1112 -1.1878 -1.4062
H -4.7702 -1.1394 -2.7683
O 0.4640 -4.8055 -1.3569
H 0.2994 -4.1152 -0.7146
H 0.5734 -5.5993 -0.8334
O 3.6114 -1.0864 -3.9289
H 4.0988 -0.7545 -3.1748
H 2.7045 -0.8314 -3.7596
O -5.0514 0.5866 2.3329
H -4.5549 0.3420 3.1139
H -4.3878 0.6990 1.6522

Results
- Charge: -3
- 2S+1: 1
- Kohn-Sham gap: 1.44 eV

---

Molecular formula: H26NO11
Method: DFT, ωB97M-V/def2-TZVPD

Geometry (Å):
N -0.5030 0.2348 -0.2216
H 0.3890 -0.1429 0.0551
H -0.6369 0.2981 -1.2097
H -0.5437 1.1977 0.1102
H -1.2738 -0.1671 0.2950
O 0.8771 -0.4784 -3.1389
H 1.1994 -0.6016 -4.0146
H 1.7544 -0.1493 -2.8252
O 2.9193 1.1210 -1.7725
H 2.8118 1.0366 -0.8386
H 3.8960 1.2763 -1.9549
O -1.9323 -0.8888 -3.1300
H -0.9704 -0.7503 -3.2119
H -2.3074 -0.5734 -3.9651
O -0.2754 2.4699 2.2771
H -1.1232 2.3630 1.8966
H -0.2514 1.8131 2.9205
O -2.9298 1.5145 1.0769
H -3.0758 1.2805 1.9676
H -3.1564 2.4839 1.0764
O -2.2731 -2.2596 0.9312
H -2.8403 -2.8914 1.4528
H -1.6846 -2.7894 0.3993
O -0.0144 3.1342 -1.0129
H 0.0669 2.9899 -1.9292
H 0.8136 3.4793 -0.7113
O 1.7695 -1.9805 1.7554
H 1.3599 -2.2075 0.9840
H 2.6167 -1.7207 1.4096
O -1.0776 -0.3674 2.7399
H -0.3687 -0.6029 3.3436
H -1.3690 -1.2078 2.4005
O 2.0129 0.9357 1.3705
H 2.7748 1.5137 1.4354
H 2.0200 0.3306 2.1103
O 0.2892 -2.9392 -0.4787
H 0.6306 -2.8879 -1.3601
H 0.4061 -3.8669 -0.2325

Results
- Charge: +1
- 2S+1: 1
- Kohn-Sham gap: 10.94 eV
- ΔE to the lowest compared entry with this formula, charge and spin: 8.7 kcal per mole

---

Molecular formula: H26O13
Method: DFT, ωB97M-V/def2-TZVPD

Geometry (Å):
O 11.5636 8.9340 6.1267
H 11.2552 8.5013 5.2658
H 11.8707 9.7961 5.8302
O 5.6654 5.6425 5.0763
H 6.0393 6.4455 5.4984
H 5.3517 5.0093 5.7335
O 6.0528 7.2476 8.2312
H 6.8960 6.8151 7.9560
H 6.3623 7.9546 8.8316
O 4.8077 5.1498 9.8395
H 4.4016 5.3971 10.6884
H 5.1130 6.0391 9.5204
O 10.1486 7.2069 4.4423
H 10.3615 6.4382 3.8951
H 9.2123 7.4449 4.4919
O 8.1112 9.5847 7.5933
H 9.0383 9.4786 7.4021
H 8.0469 9.1574 8.4629
O 8.4113 8.2208 9.9598
H 8.6094 7.3342 9.6072
H 9.2456 8.6783 10.0894
O 8.0784 4.4999 3.8032
H 7.8929 3.5679 3.5481
H 7.3082 4.9989 4.0668
O 7.4869 7.7316 5.3743
H 7.6221 8.2728 6.1763
H 6.9839 8.1949 4.6811
O 7.3895 3.6383 9.4149
H 6.5119 3.8936 9.6666
H 7.5714 2.9545 10.0389
O 8.4053 6.0400 8.4585
H 9.1935 6.0142 7.8870
H 8.4204 5.2783 9.0398
O 11.1403 8.3176 9.0812
H 11.0313 8.4007 8.1361
H 11.1203 7.3590 9.2798
O 9.9086 5.1773 6.5583
H 9.1301 4.6719 6.1491
H 10.4003 5.6383 5.8814

Results
- Charge: 0
- 2S+1: 1
- Kohn-Sham gap: 11.30 eV
- ΔE to the lowest compared entry with this formula, charge and spin: 11.3 kcal per mole

---

Molecular formula: H26O13
Method: DFT, ωB97M-V/def2-TZVPD

Geometry (Å):
H -0.2375 -0.3836 0.0727
H -0.8943 -1.3124 -0.9353
H 1.4427 -1.0694 -1.0313
H 2.8178 -0.5275 -0.6769
H 0.6898 0.9814 4.3548
H 2.0625 1.3966 3.8514
H -0.8414 4.1179 -1.8158
H 0.1781 3.0170 -2.0577
H 0.9045 -3.1022 1.7493
H 0.9655 -1.6036 1.9948
H -3.0487 3.3019 -0.5315
H -3.5324 2.1515 0.3361
H 1.4301 4.5636 0.6437
H 0.2954 3.5567 0.7367
H 4.4580 0.6765 2.0667
H 3.2863 1.3674 1.3886
H -0.9395 -3.5880 0.1482
H 0.5042 -3.9545 -0.1540
H -4.8923 1.1980 0.9304
H -3.7703 0.5296 0.1529
H -2.6920 -2.2500 -1.7312
H -2.0249 -2.4623 -3.0802
H 1.8104 2.5656 -1.2314
H 2.0048 3.8754 -1.9776
H 1.1178 -4.9326 -1.3619
H 1.3309 -6.3667 -1.8179
O -0.1125 -1.2262 -0.3782
O 2.2299 -0.6774 -1.4259
O 1.1482 1.2905 3.5653
O -0.7106 3.1682 -1.7165
O 0.7331 -2.4350 2.4234
O -3.7764 3.0364 0.0422
O 0.6878 4.2067 0.1430
O 3.7247 0.5123 1.4631
O -0.3526 -4.3462 0.0496
O -4.7249 0.5031 0.2837
O -1.9694 -1.9266 -2.2809
O 1.7830 3.5213 -1.1090
O 1.0365 -5.8453 -1.0627

Results
- Charge: 0
- 2S+1: 1
- Kohn-Sham gap: 8.48 eV
- ΔE to the lowest compared entry with this formula, charge and spin: 152.7 kcal per mole